Below is a 18-piece molecular cluster, C59H160N6O35 overall, with properties calculated with wB97M-V/def2-TZVPD.

Computed properties:
spin multiplicity	1

Each line ends with the Löwdin charge.
Positions of all 260 atoms, in Å:
1 C 10.8378 18.8514 26.0333  -0.14
2 O 12.1413 19.0169 25.5909  -0.19
3 C 12.8164 20.0550 26.2485  -0.24
4 C 14.3129 19.9661 25.9614  -0.18
5 N 14.5945 20.5079 24.6336  -0.07
6 C 15.7899 21.2492 24.3882  -0.18
7 C 17.0190 20.4852 24.9264  -0.22
8 O 17.2359 19.3529 24.1508  -0.21
9 C 18.2929 18.5165 24.6008  -0.06
10 H 10.7880 18.6360 27.1359  0.09
11 H 10.2936 18.1071 25.4619  0.09
12 H 10.2876 19.7835 26.0279  0.07
13 H 12.5948 19.8486 27.3293  0.12
14 H 12.3628 21.0234 25.9643  0.13
15 H 14.6995 18.9570 26.1747  0.12
16 H 14.7493 20.6478 26.7103  0.11
17 H 13.9748 20.2397 23.8637  0.13
18 H 15.6602 22.1552 25.0186  0.12
19 H 15.8050 21.5658 23.3571  0.10
20 H 16.8579 20.2312 25.9737  0.10
21 H 17.8853 21.2001 24.9074  0.12
22 H 18.3878 17.7099 23.9086  0.09
23 H 18.1292 18.1001 25.6010  0.09
24 H 19.1929 19.0817 24.6662  0.06
25 C 25.0187 10.6146 18.7642  -0.13
26 O 24.4591 11.5010 17.8471  -0.17
27 C 24.9112 11.0982 16.5647  -0.23
28 C 24.2556 11.8994 15.4446  -0.22
29 N 22.8352 11.7365 15.3582  -0.08
30 C 22.0729 12.5008 14.4545  -0.20
31 C 21.9828 14.0282 14.8522  -0.24
32 O 21.4151 14.0660 16.1118  -0.19
33 C 21.4460 15.3503 16.6913  -0.09
34 H 24.6405 9.6294 18.5465  0.08
35 H 24.7823 10.9261 19.7602  0.08
36 H 26.1079 10.6170 18.7239  0.09
37 H 24.6336 10.0612 16.3941  0.12
38 H 25.9857 11.2932 16.4556  0.13
39 H 24.7769 11.5587 14.5578  0.11
40 H 24.5026 13.0072 15.5282  0.13
41 H 22.4098 11.6979 16.2732  0.12
42 H 21.0728 12.0880 14.4011  0.12
43 H 22.5762 12.5300 13.5011  0.11
44 H 21.4003 14.5737 14.1191  0.11
45 H 23.0542 14.3269 14.8310  0.11
46 H 21.0700 15.2224 17.6946  0.09
47 H 20.7704 15.9544 16.1068  0.07
48 H 22.4617 15.7629 16.6326  0.09
49 C 25.1472 21.8677 17.4583  -0.10
50 O 25.4690 22.4640 18.6841  -0.18
51 C 24.4928 23.1882 19.4141  -0.20
52 C 25.1290 24.1243 20.4231  -0.18
53 N 25.8241 23.2997 21.4080  -0.07
54 C 26.4952 24.1497 22.4299  -0.16
55 C 27.4432 23.2775 23.2071  -0.23
56 O 28.1429 22.4090 22.3389  -0.22
57 C 29.0712 21.5305 22.9758  -0.09
58 H 24.5464 22.4887 16.7430  0.09
59 H 24.5814 20.9510 17.5679  0.06
60 H 26.1199 21.6952 17.0249  0.09
61 H 23.8334 22.4610 19.9473  0.11
62 H 23.9058 23.7577 18.7115  0.09
63 H 24.3446 24.7039 20.9157  0.11
64 H 25.7353 24.9096 19.8862  0.14
65 H 26.5580 22.7401 20.9706  0.12
66 H 25.8022 24.5997 23.0845  0.11
67 H 27.1110 24.9195 21.8924  0.14
68 H 26.9711 22.7748 24.0545  0.12
69 H 28.2226 23.8720 23.6878  0.12
70 H 29.7327 22.0352 23.7115  0.09
71 H 29.6984 21.0828 22.1765  0.09
72 H 28.4703 20.7001 23.3739  0.09
73 C 11.4112 25.1686 22.7917  -0.12
74 O 11.8763 23.8662 22.5810  -0.17
75 C 11.5630 23.4432 21.2581  -0.23
76 C 12.5598 22.3944 20.8041  -0.19
77 N 13.9308 22.8910 20.8272  -0.07
78 C 14.2303 23.7457 19.7133  -0.21
79 C 15.6923 24.1675 19.7023  -0.20
80 O 16.0010 25.0382 20.8211  -0.19
81 C 17.4371 24.9312 21.0486  -0.07
82 H 11.7312 25.4620 23.7832  0.09
83 H 10.3202 25.3104 22.7270  0.09
84 H 11.8732 25.8333 22.1031  0.07
85 H 11.6652 24.2412 20.5182  0.11
86 H 10.5207 23.0637 21.1947  0.13
87 H 12.4011 22.0962 19.7705  0.12
88 H 12.4536 21.5573 21.5246  0.13
89 H 14.1548 23.3876 21.6733  0.11
90 H 13.6458 24.6480 19.6307  0.11
91 H 14.1314 23.1239 18.7937  0.13
92 H 15.8351 24.7253 18.7519  0.12
93 H 16.3880 23.2931 19.7500  0.12
94 H 17.6803 23.9133 21.2770  0.05
95 H 17.7055 25.5896 21.8801  0.09
96 H 17.9234 25.1083 20.0849  0.07
97 C 19.2284 21.8677 21.7704  -0.11
98 O 19.1312 22.0937 20.4008  -0.17
99 C 20.2958 22.7895 19.9428  -0.21
100 C 20.4588 22.9986 18.4682  -0.17
101 N 20.4025 21.7690 17.6638  -0.04
102 C 21.3721 20.7874 18.1422  -0.17
103 C 21.4932 19.5480 17.2233  -0.18
104 O 21.7871 19.9541 15.9011  -0.18
105 C 22.9824 19.4193 15.4107  -0.11
106 H 19.7238 22.7537 22.2683  0.09
107 H 19.8381 20.9972 21.9654  0.07
108 H 18.2094 21.6826 22.1070  0.08
109 H 21.2425 22.3394 20.2715  0.11
110 H 20.2905 23.7762 20.4164  0.10
111 H 21.2743 23.7199 18.3230  0.10
112 H 19.6062 23.5333 18.0530  0.12
113 H 20.7425 22.0863 16.7686  0.05
114 H 21.0691 20.3755 19.0894  0.11
115 H 22.3628 21.2748 18.3739  0.12
116 H 20.5478 19.0018 17.1116  0.13
117 H 22.3005 19.0026 17.6532  0.08
118 H 23.0345 18.3365 15.2227  0.09
119 H 23.7966 19.6380 16.1205  0.07
120 H 23.1384 19.8919 14.4513  0.07
121 C 18.6556 24.4560 24.9124  -0.07
122 O 18.1255 23.5586 25.9166  -0.21
123 C 18.9230 23.5646 27.1001  -0.23
124 C 18.2279 22.8373 28.1977  -0.26
125 N 17.0437 23.4501 28.6440  -0.05
126 C 16.2916 22.5965 29.4917  -0.28
127 C 14.9139 23.0822 29.7542  -0.22
128 O 14.2315 23.0898 28.4820  -0.22
129 C 12.9239 23.7292 28.4878  -0.08
130 H 17.9081 24.4433 24.1283  0.07
131 H 19.6376 24.0458 24.5226  0.09
132 H 18.8138 25.4425 25.3632  0.09
133 H 19.1078 24.6069 27.4487  0.13
134 H 19.8632 23.0123 26.9786  0.12
135 H 18.8979 22.8076 29.0598  0.13
136 H 18.0257 21.8260 27.8485  0.11
137 H 16.4274 23.7380 27.8594  0.13
138 H 16.7859 22.4563 30.4929  0.14
139 H 16.2161 21.5692 29.1722  0.11
140 H 15.0000 24.1005 30.1853  0.13
141 H 14.4808 22.3230 30.4436  0.13
142 H 12.5544 23.7480 27.4730  0.07
143 H 12.9846 24.7937 28.8338  0.09
144 H 12.2655 23.1794 29.1597  0.08
145 C 21.7054 25.2708 22.3674  -0.22
146 C 21.6683 26.7731 22.6490  -0.29
147 O 21.2747 26.9960 23.9301  -0.04
148 O 22.5582 24.7556 23.3911  -0.12
149 H 22.0971 24.9019 21.4086  0.10
150 H 20.7129 24.9300 22.6493  0.09
151 H 20.9668 27.2099 21.9468  0.10
152 H 22.6408 27.1250 22.3629  0.11
153 H 21.7579 26.3755 24.5073  0.10
154 H 22.7788 23.7832 23.3292  0.07
155 C 23.2000 20.9024 22.4434  -0.27
156 C 22.1640 20.6734 23.4941  -0.24
157 O 21.3464 19.5893 23.0653  -0.09
158 O 23.6747 22.1823 22.7344  -0.12
159 H 22.7042 20.8973 21.4445  0.10
160 H 23.9607 20.0881 22.4749  0.14
161 H 21.6261 21.6409 23.6438  0.12
162 H 22.6566 20.4840 24.4527  0.13
163 H 21.6539 18.7636 23.4565  0.10
164 H 24.5241 22.4136 22.2317  0.07
165 C 17.1465 20.3998 15.0442  -0.20
166 C 17.5963 21.1012 16.2929  -0.25
167 O 18.1967 20.1664 17.1676  -0.10
168 O 18.2589 19.7566 14.4145  -0.09
169 H 16.7986 21.0441 14.2453  0.12
170 H 16.4006 19.6577 15.3071  0.12
171 H 16.7090 21.5540 16.8010  0.13
172 H 18.3351 21.8586 16.0978  0.10
173 H 18.9290 20.6988 17.5593  0.05
174 H 18.9017 19.6346 15.1252  0.08
175 C 21.9815 23.5436 14.8879  -0.17
176 C 22.1677 23.3514 13.4093  -0.27
177 O 21.6665 22.1493 13.0086  -0.04
178 O 20.7347 22.8827 15.2075  -0.13
179 H 21.9055 24.5868 15.2167  0.11
180 H 22.7515 23.0774 15.5252  0.11
181 H 23.2159 23.4735 13.1793  0.11
182 H 21.7290 24.1111 12.7647  0.13
183 H 22.3292 21.6065 12.5746  0.05
184 H 20.7237 22.1222 14.5933  0.09
185 C 16.5773 18.6978 20.4908  -0.24
186 C 15.9392 19.8282 19.7737  -0.18
187 O 16.1722 20.9298 20.7433  -0.12
188 O 16.1314 18.5459 21.8452  -0.08
189 H 17.6453 19.0329 20.4231  0.13
190 H 16.5061 17.7126 20.0266  0.12
191 H 14.8610 19.8739 19.5563  0.12
192 H 16.4003 20.0402 18.8300  0.08
193 H 15.3219 21.3443 20.9228  0.02
194 H 16.6252 18.9540 22.5684  0.03
195 C 22.6088 17.9864 20.1973  -0.23
196 C 23.1820 16.6918 20.7015  -0.23
197 O 24.0818 16.9203 21.7878  -0.05
198 O 23.6801 18.7754 19.6188  -0.07
199 H 22.1334 18.5125 21.0018  0.09
200 H 21.9232 17.7221 19.3841  0.11
201 H 23.6845 16.2547 19.8212  0.13
202 H 22.3283 16.0769 21.0080  0.13
203 H 24.9302 17.2014 21.4782  0.07
204 H 23.6252 19.6307 20.0347  0.04
205 C 19.0681 28.6482 19.5392  -0.20
206 C 19.8627 27.7474 18.5821  -0.19
207 O 19.8433 26.2871 18.7954  -0.14
208 O 17.6836 28.3607 19.4377  -0.06
209 H 19.2671 29.6980 19.2754  0.13
210 H 19.4497 28.4787 20.5648  0.12
211 H 20.9264 27.9783 18.6129  0.10
212 H 19.6105 27.9150 17.5195  0.12
213 H 19.0437 26.0116 18.2192  0.09
214 H 17.3926 28.0158 20.2633  0.08
215 C 20.7122 18.0151 13.1227  -0.27
216 C 21.5405 17.3749 11.9958  -0.23
217 O 21.6905 18.2647 10.9152  -0.07
218 O 19.4292 18.0279 12.6056  -0.06
219 H 21.1370 19.0170 13.3683  0.11
220 H 20.8116 17.4352 14.0551  0.10
221 H 21.0422 16.4665 11.6807  0.11
222 H 22.5432 17.0331 12.3285  0.13
223 H 20.8048 18.6284 10.7670  0.10
224 H 18.8199 18.5726 13.1654  0.07
225 C 24.6681 20.1383 11.9048  -0.20
226 C 25.4151 21.3212 12.4776  -0.22
227 O 24.8647 21.7370 13.7494  -0.09
228 O 23.3649 20.5643 11.4162  -0.09
229 H 24.5394 19.3345 12.6438  0.11
230 H 25.2840 19.7876 11.0578  0.13
231 H 25.3487 22.1582 11.7451  0.13
232 H 26.4579 21.0886 12.6581  0.11
233 H 25.4698 22.4085 14.0916  0.09
234 H 22.8450 19.7692 11.1461  0.07
235 C 17.8154 25.4394 15.2267  -0.24
236 C 17.3057 26.6766 15.9431  -0.23
237 O 17.3901 26.4532 17.3321  -0.11
238 O 19.2138 25.4613 15.3341  -0.09
239 H 17.5390 25.4449 14.1683  0.13
240 H 17.4834 24.6162 15.8420  0.11
241 H 16.2334 26.8452 15.6690  0.13
242 H 17.8640 27.5647 15.6244  0.12
243 H 17.0838 27.1238 17.9738  0.09
244 H 19.5912 24.5426 15.2327  0.07
245 C 27.5451 18.1432 15.9441  -0.25
246 C 26.4791 18.3310 14.9321  -0.24
247 O 26.1341 17.1793 14.1266  -0.07
248 O 28.7385 18.2476 15.2092  -0.06
249 H 27.3448 17.0987 16.1720  0.12
250 H 27.5734 18.8082 16.8286  0.13
251 H 26.7244 19.0598 14.1383  0.12
252 H 25.5772 18.6263 15.4089  0.08
253 H 26.8723 17.0270 13.5314  0.08
254 H 29.4649 18.0244 15.7829  0.08
255 C 22.7662 25.9737 17.7121  -0.15
256 O 22.4859 25.7824 19.1024  -0.16
257 H 22.6594 27.0281 17.4191  0.08
258 H 23.7951 25.7403 17.4707  0.07
259 H 22.0878 25.3269 17.1206  0.06
260 H 21.5096 25.7152 19.0681  0.02


Below is C3H7O2S as an isolated structure, with properties calculated with wB97M-V/def2-TZVPD.

Computed properties:
spin multiplicity	1
relative energy (zero: lowest compared OMol25 entry of this formula, charge and spin)	2.3	kcal/mol
total charge	-1

Each line ends with the Löwdin charge.
Positions of all 13 atoms, in Å:
1 C -1.3306 0.8960 2.2080  -0.60
2 S -1.6772 0.4383 0.4698  0.32
3 H -0.7283 1.8030 2.2585  0.00
4 H -2.2541 1.0789 2.7594  -0.01
5 H -0.7869 0.0885 2.7038  0.00
6 H -0.0319 0.2030 0.2508  -0.10
7 O 2.5197 -1.3168 -0.8703  0.00
8 C 1.4919 -0.6578 -0.8298  -0.68
9 O 1.1375 0.0754 0.1785  -0.07
10 C 0.5750 -0.6427 -2.0461  -0.04
11 H -0.2161 0.0932 -1.9665  0.03
12 H 1.1804 -0.4372 -2.9334  0.07
13 H 0.1207 -1.6219 -2.1826  0.07


Record order is preserved below.
Total energy: -5305.365384 -667.239676 Ha
Record order is preserved below.
Molar mass: 1513.94 107.15 g mol⁻¹